# 1
{"formula": "H6OSi2", "method": "wB97M-V/def2-TZVPD", "symbols": ["Si", "Si", "O", "H", "H", "H", "H", "H", "H"], "coordinates": [[-1.1941, -0.2906, -0.6586], [1.5948, 0.1504, 0.0887], [-1.9409, 0.0526, 0.8024], [-1.4563, 0.5626, -1.7951], [1.5992, 1.0732, 1.3044], [1.9426, -1.1806, 0.5273], [-1.8498, -1.6369, -0.7322], [-1.3945, 0.6824, 1.1981], [2.6989, 0.5868, -0.7350]], "nbo_charge": [1.078, 0.339, -1.062, -0.208, -0.144, -0.158, -0.176, 0.478, -0.146], "max_force_ha_per_bohr": 0.0516, "homo_ha": -0.3347, "homo_lumo_gap_ev": 9.146}

# 2
{"formula": "H6S3", "method": "wB97M-V/def2-TZVPD", "symbols": ["S", "S", "S", "H", "H", "H", "H", "H", "H"], "coordinates": [[0.2782, 0.0275, 3.7736], [-0.9555, -2.2292, -0.7473], [0.5476, 2.2132, -3.1454], [1.5019, -0.1115, 4.2769], [-1.3158, -2.8459, 0.3769], [0.0806, -1.2597, 3.4839], [-1.0870, -0.9934, -0.2800], [1.5644, 2.5429, -2.3588], [1.2055, 2.5291, -4.2880]], "nbo_charge": [-0.286, -0.280, -0.288, 0.144, 0.137, 0.142, 0.143, 0.141, 0.147], "smiles": "S.S.S", "max_force_ha_per_bohr": 0.0123, "homo_ha": -0.3581, "homo_lumo_gap_ev": 10.352}

# 3
{"formula": "H70O35", "method": "wB97M-V/def2-TZVPD", "symbols": ["O", "O", "O", "O", "O", "O", "O", "O", "O", "O", "O", "O", "O", "O", "O", "O", "O", "O", "O", "O", "O", "O", "O", "O", "O", "O", "O", "O", "O", "O", "O", "O", "O", "O", "O", "H", "H", "H", "H", "H", "H", "H", "H", "H", "H", "H", "H", "H", "H", "H", "H", "H", "H", "H", "H", "H", "H", "H", "H", "H", "H", "H", "H", "H", "H", "H", "H", "H", "H", "H", "H", "H", "H", "H", "H", "H", "H", "H", "H", "H", "H", "H", "H", "H", "H", "H", "H", "H", "H", "H", "H", "H", "H", "H", "H", "H", "H", "H", "H", "H", "H", "H", "H", "H", "H"], "coordinates": [[0.2399, -1.1217, 2.2023], [2.7581, 4.5990, 2.1353], [5.7083, 0.3232, -0.1151], [-3.7312, 1.2578, 3.0675], [-0.1009, -0.0738, -0.4479], [-0.2685, -5.4922, 2.9035], [-3.8579, -0.5959, -3.3991], [-2.3812, -1.5856, 0.8077], [-2.5713, 0.7522, -1.3561], [-2.3959, 4.9389, -0.4930], [-0.6073, 4.5717, 1.4576], [-2.3429, -4.2449, -1.4593], [0.8006, 3.6493, -1.2582], [2.0504, -1.8630, -0.9545], [-1.3099, 3.6469, -3.3851], [-5.1591, -0.6089, 0.7628], [-0.1437, -3.6095, 0.6788], [0.8423, -3.9398, 4.6773], [-2.7019, -1.9691, 3.6536], [2.2458, -1.3068, 4.1795], [4.8296, 3.1107, -0.5181], [-3.1964, -4.4797, 1.1861], [4.2350, 2.2215, -3.1140], [-2.0534, 2.1474, 0.9534], [-0.4883, 1.2952, 3.4535], [4.5074, -2.4552, -0.6551], [-4.2555, 2.9039, -2.0021], [2.9700, 5.2971, -0.3937], [0.8327, 0.1276, -5.1817], [2.0931, 1.4460, 0.5287], [2.2754, 2.0790, 3.1618], [-1.8249, -1.6103, -5.1439], [2.6792, -1.4645, -3.5415], [-0.7870, -1.9616, -2.6476], [1.8790, -5.2575, -1.3009], [-3.7351, 3.3583, -2.6646], [-4.3332, 0.0135, -3.9639], [-3.1984, 1.5055, 3.8232], [-5.0860, -0.6391, 1.7167], [2.3196, 1.5556, 1.4522], [4.4097, 2.4018, -2.1903], [3.1837, -1.1466, 4.2834], [0.4382, -0.6242, -4.7396], [-1.9271, -1.5577, 1.6499], [0.9237, 2.7510, -0.9515], [-0.1865, -0.7605, 0.2135], [0.3368, -3.2387, 4.2659], [-2.7691, 0.3850, -2.2177], [-4.2644, -0.7410, 0.4492], [-0.6882, 3.6636, 1.7491], [-1.1678, -5.1657, 2.9319], [3.0051, 1.5276, 3.4442], [2.8370, 1.8162, 0.0535], [-3.2769, 5.0550, -0.1372], [4.9960, -3.1331, -0.1883], [-1.9349, -3.4213, -1.7265], [-2.7058, -1.4286, -4.8165], [-2.8011, 1.7375, 1.3882], [2.8535, -1.9852, -0.4482], [-2.4369, 4.1097, -0.9694], [-2.9714, -2.2707, 4.5211], [-1.2808, -1.6537, -4.3575], [-2.0223, 0.0915, -0.9340], [-0.7930, -3.7607, -0.0080], [0.0457, -2.4331, -2.6734], [-0.1462, 3.7377, -1.3682], [-3.7523, 2.1148, -1.8014], [0.9797, -1.4002, 2.7420], [0.7020, 0.3899, -0.2098], [1.7562, 0.0953, -4.9322], [-3.3900, -4.9438, 0.3716], [-3.3311, -5.1331, 1.8725], [2.6932, 6.1888, -0.6045], [6.0485, 0.5000, 0.7620], [-0.6994, 1.4197, 2.5282], [-2.0558, 1.7762, 0.0711], [5.3288, 1.1553, -0.3975], [-0.5519, 3.3028, -3.8575], [1.3488, -2.1262, -0.3589], [1.4943, 1.5591, 3.3515], [0.5412, -4.7386, 4.2442], [2.5353, -1.7330, -2.6341], [-4.4197, 0.7013, 3.4314], [2.3218, -5.8372, -1.9207], [-4.5279, -0.9584, -2.8196], [4.3784, 3.9545, -0.4945], [-1.7591, 4.2012, -4.0232], [1.0534, -5.0329, -1.7302], [2.2546, 4.7435, -0.7068], [-1.2879, 1.5432, 3.9175], [-1.2337, 4.6495, 0.7381], [2.3646, 3.7286, 2.0740], [-0.4786, -2.8554, 1.1640], [5.1487, -1.7622, -0.8122], [2.9697, 4.8310, 1.2311], [5.4861, 3.1700, 0.1760], [3.7780, 3.0015, -3.4285], [-3.4383, -1.4421, 3.3433], [1.8537, -0.9664, 4.9837], [-0.6585, -1.2837, -1.9842], [0.1303, -5.0330, 2.1643], [-2.9875, -4.4264, -2.1432], [-2.5272, -2.5174, 0.6445], [-0.0038, -0.2650, 2.5530], [3.5412, -1.0483, -3.5348]], "mulliken_charge": [-0.087, -0.663, -0.578, -0.542, 0.496, -0.734, -0.622, 0.347, -0.294, -0.663, -0.676, -0.637, -0.514, -0.064, -0.514, -0.690, -0.521, -0.692, -0.460, -0.526, -0.691, -0.450, -0.586, 0.030, -0.603, -0.509, -0.666, -0.709, -0.609, 0.111, -0.571, -0.690, -0.583, -0.417, -0.545, 0.280, 0.295, 0.246, 0.256, 0.030, 0.378, 0.229, 0.228, -0.002, 0.223, 0.066, 0.252, 0.310, 0.290, 0.347, 0.269, 0.213, 0.141, 0.314, 0.248, 0.224, 0.350, 0.107, 0.227, 0.229, 0.246, 0.348, -0.219, 0.319, 0.162, 0.140, 0.362, 0.062, -0.161, 0.336, 0.232, 0.245, 0.295, 0.294, 0.215, 0.245, 0.297, 0.276, 0.033, 0.292, 0.456, 0.241, 0.226, 0.261, 0.262, 0.248, 0.244, 0.264, 0.387, 0.119, 0.382, 0.251, 0.015, 0.220, 0.477, 0.289, 0.295, 0.148, 0.278, 0.153, 0.382, 0.301, 0.050, 0.132, 0.273], "max_force_ha_per_bohr": 0.0259, "homo_ha": -0.3568, "homo_lumo_gap_ev": 8.963}

# 4
{"formula": "H7NO2", "method": "wB97M-V/def2-TZVPD", "symbols": ["O", "O", "N", "H", "H", "H", "H", "H", "H", "H"], "coordinates": [[-1.3057, -0.3775, 0.4629], [3.6508, -2.4618, -2.2131], [-2.2988, 2.5365, 1.6587], [2.7805, -2.1509, -1.9332], [4.1130, -1.6708, -2.5170], [-1.5951, 3.1284, 2.0973], [-3.0349, 2.4790, 2.3522], [-0.7503, -0.2722, 1.2381], [-1.5189, 0.5082, 0.1561], [-2.6964, 3.1420, 0.9241]], "nbo_charge": [-0.950, -0.938, -1.070, 0.471, 0.467, 0.355, 0.360, 0.468, 0.481, 0.356], "smiles": "N.O.O", "max_force_ha_per_bohr": 0.0193, "homo_ha": -0.3957, "homo_lumo_gap_ev": 11.583}

# 5
{"formula": "H7O3S", "method": "wB97M-V/def2-TZVPD", "symbols": ["S", "O", "O", "O", "H", "H", "H", "H", "H", "H", "H"], "coordinates": [[0.8639, 0.0624, -0.0593], [-0.1266, 0.3190, 3.0480], [-2.3849, 0.1606, 0.3055], [0.9718, -0.6741, -3.2503], [-2.0540, 0.0173, 1.1851], [0.0749, 0.6898, 2.1977], [-1.5314, 0.1825, -0.1681], [0.4801, -0.4015, 3.0269], [0.1532, -1.1367, -3.3904], [0.7742, 1.4073, 0.0690], [0.8069, -0.2400, -2.3792]], "nbo_charge": [-1.021, -0.974, -0.993, -0.986, 0.469, 0.490, 0.495, 0.466, 0.449, 0.101, 0.505], "total_charge": -1, "max_force_ha_per_bohr": 0.0285, "homo_ha": -0.1432, "homo_lumo_gap_ev": 7.890}

# 6
{"formula": "H7O3S", "method": "wB97M-V/def2-TZVPD", "symbols": ["S", "O", "O", "O", "H", "H", "H", "H", "H", "H", "H"], "coordinates": [[-0.2262, 2.2391, 0.6373], [0.8220, -3.5826, -1.7357], [-2.9434, 0.0413, -0.2506], [2.7932, 1.4512, 1.4283], [3.0411, 1.4506, 0.4979], [-2.4413, 0.8289, -0.5086], [-2.6500, -0.0545, 0.6637], [-1.5111, 2.6041, 0.5871], [1.2588, -2.7637, -1.4858], [0.0355, -3.6281, -1.1866], [1.8213, 1.4138, 1.3532]], "nbo_charge": [-1.074, -0.949, -0.973, -0.967, 0.455, 0.490, 0.472, 0.094, 0.477, 0.472, 0.502], "total_charge": -1, "max_force_ha_per_bohr": 0.0083, "homo_ha": -0.1238, "homo_lumo_gap_ev": 6.838}